No. 1
Below is an isolated molecule of C7H7ClN2S at a distorted geometry, with properties calculated with the ωB97M-V functional and the def2-TZVPD basis.

The geometry in XYZ format:
```
18
Properties=species:S:1:pos:R:3:forces:R:3:nbo_charge:R:1
H 3.50563 0.68560 0.91093 1.98 1.63 1.72 0.341
N 2.90810 0.20490 0.33875 -2.42 -1.07 -1.38 -0.640
C 1.70177 0.58107 0.50348 0.78 0.61 0.90 0.167
C 0.62702 -0.13743 -0.27204 1.40 1.33 0.76 -0.254
C -0.72669 0.20559 0.13629 -0.83 0.63 1.28 0.165
N -1.81299 -0.40270 -0.19444 0.10 -0.02 -0.81 -0.459
C -2.90613 0.14340 0.38783 -0.27 0.49 0.68 0.106
Cl -4.45460 -0.48739 -0.02927 0.03 -0.02 0.11 0.030
C -2.71105 1.15886 1.28280 1.23 -1.12 -0.82 -0.462
S -1.01415 1.48594 1.36156 -0.29 -0.70 -0.77 0.361
C 1.08046 -0.43123 -1.69064 -5.50 -1.59 -1.22 -0.347
C 1.02299 -1.53147 -0.66076 1.18 -0.45 -0.13 -0.377
H 1.46797 1.42887 1.26391 0.05 -1.41 -1.35 0.175
H -3.36590 1.55087 2.00934 -0.76 0.55 0.28 0.251
H 1.99738 -0.10272 -1.79871 4.47 1.58 -0.80 0.216
H 0.43152 -0.26918 -2.65726 0.86 -0.68 2.40 0.233
H 0.18285 -2.20059 -0.57635 0.03 -0.33 -0.46 0.239
H 2.06584 -1.88240 -0.31542 -2.05 0.60 -0.38 0.255
```
Positions in Å, forces in eV/Å.

Values from the calculation:
SMILES: [H]/N=C/C1(c2nc(Cl)cs2)CC1
HOMO level in Eh: -0.3263
Relative energy (zero: lowest compared OMol25 entry of this formula, charge and spin) in kcal/mol: 52.10
E_LUMO in eV: 0.52
Kohn-Sham gap in eV: 9.397



No. 2
Below is a cluster of 2 separate species, C7H6N4O in total at a distorted geometry, with properties calculated with the ωB97M-V functional and the def2-TZVPD basis.

The geometry in XYZ format:
```
18
Properties=species:S:1:pos:R:3:forces:R:3:nbo_charge:R:1
C 1.26424 0.79421 -1.72507 -0.59 0.53 2.19 -0.222
C 0.38494 -0.21108 -2.00274 -0.94 -1.06 -2.91 -0.199
C 1.21028 1.38698 -0.43851 -0.49 -2.48 -2.62 -0.181
C -0.58925 -0.69691 -1.16567 1.12 1.45 1.44 -0.209
C 0.35867 0.80937 0.50483 1.56 2.81 1.05 -0.265
C -0.60198 -0.14507 0.14290 2.33 0.85 -1.90 0.115
C -4.24537 -2.97129 2.60945 -0.01 0.62 0.41 0.844
N -2.78722 -0.62811 2.86250 0.90 0.59 -0.39 -0.194
N -1.50429 -0.64105 0.96135 -1.53 -2.53 -0.36 -0.265
N -5.00930 -2.12657 2.90877 -1.78 4.99 1.32 -0.795
N -2.12743 -0.57229 1.93732 -1.13 0.74 2.76 0.320
O -3.55503 -3.83514 2.35380 2.14 -2.87 -1.03 -0.513
H 1.97996 1.08382 -2.43767 0.66 0.56 -0.84 0.214
H 0.30625 -0.57698 -3.05970 0.52 0.14 1.03 0.212
H 1.86703 2.20911 -0.34865 0.50 0.71 1.13 0.217
H -1.23892 -1.47385 -1.50045 -0.53 -0.23 0.18 0.232
H 0.63565 1.35481 1.47834 -1.73 -1.59 -0.78 0.239
H -4.67925 -1.09643 3.13084 -1.00 -3.22 -0.68 0.450
```
Positions in Å, forces in eV/Å.

Values from the calculation:
HOMO level in Eh: -0.3222
Relative energy (zero: lowest compared OMol25 entry of this formula, charge and spin) in kcal/mol: 89.51
E_LUMO in eV: 0.37
Kohn-Sham gap in eV: 9.137